(1)
8 unconnected molecules or ions with the total composition C26H60N8O13S2, computed with ωB97M-V with the def2-TZVPD basis set.

Calculated values
lowest unoccupied orbital energy = 0.45 eV
Kohn-Sham gap = 0.3439 Ha
HOMO = -8.91 eV
largest force on an atom = 0.0096 Eh/bohr

```
109
Properties=species:S:1:pos:R:3:forces:R:3
N 6.68287 -3.28806 0.06187 -0.071 0.176 -0.069
C 6.26471 -2.17753 -0.37548 0.073 -0.121 0.013
C 4.91311 -2.07863 -1.02938 0.056 -0.058 0.034
O 4.24322 -0.85557 -0.69912 0.047 -0.074 -0.073
S 3.47909 -0.81876 0.74967 0.076 -0.140 0.231
O 2.79940 -2.08539 0.93821 -0.019 0.162 -0.180
O 2.46665 0.28070 0.17698 -0.039 0.129 -0.020
C 1.26983 0.48975 0.99401 -0.054 0.002 0.152
C 0.10171 -0.27235 0.38097 -0.333 0.055 0.043
C -0.77151 -0.93828 1.44642 0.022 0.260 -0.244
S -1.75325 -2.31840 0.88569 0.137 -0.415 0.227
O -3.13778 -1.95094 0.83851 0.034 0.139 -0.152
O -1.35950 -3.46817 1.65422 -0.256 0.111 0.209
O -1.24137 -2.58701 -0.59431 -0.171 -0.103 0.083
H 7.62652 -3.20487 0.43789 -0.021 0.010 -0.003
H 6.84369 -1.24631 -0.34057 -0.038 -0.033 0.023
H 4.30898 -2.94805 -0.76991 -0.009 0.044 0.023
H 5.03221 -2.04630 -2.11374 0.007 0.013 0.019
H 1.46635 0.15734 2.01862 0.059 0.003 -0.042
H 1.11913 1.56605 1.02106 0.018 -0.010 -0.066
H 0.47473 -1.00729 -0.32785 0.116 0.005 0.093
H -0.55908 0.41594 -0.13995 0.210 -0.005 -0.261
H -0.18158 -1.34983 2.26582 -0.026 -0.044 -0.034
H -1.49219 -0.20910 1.81576 0.049 -0.054 0.131
H -1.15361 -3.56682 -0.67680 0.113 -0.135 0.027
C 1.27380 -4.96335 0.54734 -0.096 -0.013 -0.086
C 0.31435 -5.92030 -0.11850 0.151 -0.126 0.101
O -0.81013 -5.59353 -0.48053 0.017 0.432 -0.210
N 0.73631 -7.19577 -0.31268 -0.075 0.009 -0.016
C 2.00978 -7.77928 0.04635 0.013 -0.002 0.019
H 0.79154 -3.99879 0.64910 0.058 -0.008 -0.007
H 1.54360 -5.31411 1.54395 0.004 -0.009 -0.004
H 2.18983 -4.85688 -0.03544 -0.006 0.012 0.015
H 0.05132 -7.78398 -0.76168 -0.003 0.008 0.001
H 2.53353 -8.15434 -0.83473 -0.003 0.021 -0.009
H 1.88163 -8.60641 0.74688 -0.013 0.014 0.013
H 2.63862 -7.03196 0.51986 0.015 -0.016 -0.002
C 4.06308 5.23611 1.72676 -0.043 0.000 -0.008
C 3.48307 4.00083 1.07084 0.082 0.014 0.045
O 2.28671 3.88798 0.86745 -0.018 -0.001 0.006
N 4.35041 3.01493 0.71788 -0.063 -0.072 -0.055
C 5.78404 2.97777 0.89289 0.007 -0.016 -0.007
H 3.23998 5.91129 1.93951 0.003 -0.002 -0.003
H 4.57428 4.98703 2.65758 0.006 -0.001 -0.003
H 4.77639 5.73586 1.07019 0.007 -0.005 0.003
H 3.90465 2.22030 0.28187 -0.060 -0.018 -0.013
H 6.29689 2.88469 -0.06662 -0.008 0.028 -0.007
H 6.08295 2.13510 1.52036 -0.012 0.012 0.024
H 6.12731 3.89050 1.37047 0.020 -0.008 -0.001
C -1.99434 -4.31684 -3.19816 0.044 -0.049 -0.094
C -2.69131 -4.44753 -4.52752 0.036 0.053 0.021
O -2.35243 -5.26822 -5.36948 0.013 -0.020 -0.025
N -3.71891 -3.59455 -4.77173 -0.108 -0.117 0.019
C -4.20265 -2.53205 -3.92198 0.020 0.055 -0.005
H -1.19678 -5.05191 -3.15052 -0.024 -0.019 -0.026
H -1.57746 -3.31309 -3.10892 0.001 -0.008 0.052
H -2.67951 -4.49884 -2.36909 -0.003 0.028 0.001
H -4.15247 -3.72477 -5.67181 0.033 0.012 -0.010
H -5.25422 -2.67686 -3.66306 0.003 -0.025 0.005
H -4.09101 -1.56653 -4.41699 0.034 0.050 0.007
H -3.62605 -2.50134 -3.00209 -0.015 0.030 -0.003
C -1.93810 0.44936 4.88863 0.025 -0.005 -0.037
C -1.79560 1.77517 4.17786 -0.047 0.080 -0.002
O -1.11543 1.91489 3.17622 0.132 -0.165 0.024
N -2.46469 2.84204 4.69550 -0.007 0.018 0.010
C -3.31102 2.90147 5.86563 -0.018 0.005 -0.012
H -1.34527 -0.28595 4.35370 0.001 0.001 0.006
H -1.58267 0.51374 5.91784 -0.012 0.003 0.004
H -2.97793 0.12086 4.90521 -0.002 0.006 0.004
H -2.32672 3.68104 4.15537 -0.037 -0.005 -0.003
H -4.32570 3.20865 5.60607 -0.007 -0.030 -0.011
H -2.92093 3.60708 6.60273 0.022 -0.019 0.007
H -3.36511 1.92274 6.33276 -0.012 0.009 0.015
C -3.31526 3.10373 -1.60930 0.042 0.003 0.004
C -3.25517 1.73327 -0.97459 -0.128 -0.073 -0.027
O -2.41446 1.45442 -0.13527 0.048 0.086 0.067
N -4.17374 0.81305 -1.36095 0.018 -0.047 0.034
C -5.23555 0.97296 -2.32787 -0.001 0.015 0.030
H -2.51379 3.69879 -1.18219 -0.005 -0.002 0.001
H -3.18119 3.04258 -2.69010 -0.010 0.003 -0.001
H -4.27156 3.58959 -1.41126 0.000 0.001 -0.007
H -4.07256 -0.07816 -0.89430 0.010 -0.024 0.035
H -6.21372 0.80986 -1.87107 0.007 0.008 0.007
H -5.12251 0.27423 -3.15706 0.013 -0.025 -0.035
H -5.21770 1.97969 -2.73453 -0.024 -0.008 -0.013
C -0.86990 8.94370 4.71896 -0.031 0.027 -0.010
C -2.09299 8.17453 4.26987 0.053 -0.018 0.019
O -3.12973 8.73610 3.96648 -0.010 0.001 0.001
N -1.99239 6.81712 4.21629 -0.036 -0.010 0.028
C -0.84978 5.98741 4.53929 -0.059 0.026 -0.051
H -1.12224 9.99936 4.70340 0.001 -0.006 0.000
H -0.57272 8.65979 5.72925 0.005 -0.005 -0.002
H -0.02512 8.76560 4.05255 0.003 -0.007 0.003
H -2.83990 6.37083 3.90140 0.013 0.015 -0.032
H -0.52968 5.40032 3.67595 0.031 0.000 0.006
H -1.08093 5.30295 5.35853 0.042 0.011 0.025
H -0.01921 6.61223 4.85201 0.026 -0.027 -0.009
C 0.11875 -3.08874 -6.42241 -0.038 0.027 0.015
C 0.14626 -1.93248 -5.45055 0.023 -0.009 0.024
O -0.82583 -1.61965 -4.78145 -0.064 -0.020 -0.030
N 1.30929 -1.23480 -5.33183 0.023 0.039 0.014
C 2.55561 -1.45284 -6.03004 -0.006 0.000 0.003
H -0.86509 -3.54598 -6.38914 0.001 -0.011 0.000
H 0.33070 -2.75082 -7.43812 0.011 0.000 0.002
H 0.85833 -3.84455 -6.15413 0.008 0.005 -0.003
H 1.26103 -0.48140 -4.66320 -0.009 -0.016 0.007
H 3.36612 -1.67692 -5.33327 -0.006 -0.017 0.006
H 2.84108 -0.57667 -6.61552 -0.013 -0.002 -0.011
H 2.45552 -2.29342 -6.70965 0.022 0.003 -0.005
```
Positions in Å, forces in eV/Å.

(2)
A molecular structure, C17H34NPPdSi in a non-equilibrium geometry, computed with ωB97M-V with the def2-TZVPD basis set.

Calculated values
lowest unoccupied orbital energy (alpha / beta) = 0.63 / -1.59 eV
Kohn-Sham gap (alpha / beta) = 0.2025 / 0.2193 Ha
HOMO (alpha / beta) = -4.89 / -7.55 eV
largest force on an atom = 0.0542 Eh/bohr
spin multiplicity = 3

```
55
Properties=species:S:1:pos:R:3:forces:R:3
C -0.87159 2.72979 -3.53082 -0.034 -0.184 0.029
C -1.03153 2.97991 -2.16822 -0.222 -0.190 0.117
C -0.72688 2.01964 -1.17223 0.328 0.484 -0.921
C -0.14433 0.81195 -1.65175 -0.589 0.128 0.131
C -0.14039 0.49787 -3.01884 -0.146 0.798 -0.520
C -0.46666 1.47088 -3.96310 -0.134 -0.136 -0.142
C -0.84243 2.52042 0.28501 0.906 0.650 0.148
C -2.09857 2.47661 1.22507 -0.696 -0.609 0.205
N -3.02306 1.35551 1.27822 0.469 -0.649 0.153
Pd 1.12166 -0.60099 -0.62062 -0.565 2.248 -0.164
C 0.17138 -0.92183 -3.47658 0.309 -0.607 -0.071
P -0.11198 -1.90304 -1.95923 -1.364 0.194 0.256
H -1.41681 3.95864 -1.86584 0.133 -0.261 -0.033
H -0.41496 1.22348 -5.02913 -0.010 0.228 0.313
H -1.08154 3.50227 -4.26809 -0.038 -0.082 0.219
H 1.20703 -1.09870 -3.84625 -0.552 0.314 0.258
H -0.52092 -1.30659 -4.24737 0.209 0.395 0.072
H 0.03086 2.14871 0.85044 -0.611 0.109 -0.396
H -0.67291 3.62593 0.22138 0.072 -0.783 0.013
H -1.73792 2.48930 2.27320 0.077 0.722 -0.659
C 0.45876 -3.57674 -2.14993 -0.272 -0.703 -0.736
C -1.92233 -1.98924 -1.88679 -0.443 -0.644 -0.434
H -2.73239 3.36168 1.05407 0.453 -0.006 -0.022
C -3.68475 0.94152 0.06756 -0.214 0.097 -0.348
C -2.68278 0.28488 2.20854 0.201 0.111 -0.181
H 2.17728 -1.85706 0.00722 0.556 -1.069 0.213
H -4.73615 1.26823 0.03719 0.102 -0.108 -0.002
H -3.18830 1.36554 -0.81311 -0.076 -0.119 0.035
H -3.67368 -0.15721 -0.02959 -0.008 0.346 -0.034
H -3.42788 0.19386 3.02054 0.282 -0.052 -0.219
H -2.62019 -0.68761 1.68227 0.073 0.281 0.302
H -1.69333 0.50546 2.65030 -0.437 -0.324 -0.016
H -2.28117 -2.60826 -2.72660 -0.083 0.137 0.258
H -2.23723 -2.45201 -0.94547 0.068 0.043 -0.157
H -2.39432 -1.00687 -1.95872 0.321 -0.029 0.033
H 0.07475 -3.96979 -3.09602 0.235 -0.342 0.062
H 1.55100 -3.60477 -2.12804 -0.151 -0.066 -0.046
H 0.05632 -4.17333 -1.32491 0.128 0.029 -0.099
H 1.49695 -2.27450 -0.10208 0.902 -0.327 0.312
C 3.97443 -1.67860 1.72204 0.443 -0.329 0.169
Si 2.72620 -0.47652 2.37174 -0.722 0.583 0.214
C 1.45165 -1.35260 3.45305 0.159 -0.186 0.166
C 3.64611 0.78164 3.42597 -0.018 0.073 0.060
C 1.72260 0.38926 1.05970 0.866 1.046 2.436
H 4.74815 -1.74085 2.50856 -0.137 -0.209 -0.432
H 4.44421 -1.38753 0.77261 -0.086 -0.064 0.264
H 3.49743 -2.65760 1.60565 0.299 0.031 -0.037
H 1.93722 -2.02549 4.17768 -0.225 0.139 -0.153
H 0.87893 -0.60240 4.01768 0.121 -0.171 -0.104
H 0.73353 -1.93663 2.85817 0.218 0.101 0.109
H 4.21822 1.45915 2.77606 -0.063 -0.111 0.219
H 2.92436 1.38135 4.00127 0.282 -0.096 -0.109
H 4.34382 0.29044 4.12264 -0.208 0.204 -0.146
H 2.21672 1.33620 0.71423 -0.329 -0.752 -0.357
H 0.76742 0.67668 1.53126 0.219 -0.286 -0.232
```
Positions in Å, forces in eV/Å.

(3)
A single C2H7N3S molecule in a non-equilibrium geometry, computed with ωB97M-V with the def2-TZVPD basis set.

Calculated values
lowest unoccupied orbital energy = 0.83 eV
Kohn-Sham gap = 0.3325 Ha
energy relative to the best compared isomer or geometry (same formula, charge and spin) = 333.2 kJ/mol
HOMO = -8.22 eV
largest force on an atom = 0.0500 Eh/bohr

```
13
Properties=species:S:1:pos:R:3:forces:R:3
S -2.18884 0.18756 -0.46801 -0.590 0.643 1.861
N -0.76958 -0.18632 0.74028 -0.067 0.823 0.686
C 0.28504 0.85805 0.48941 -1.437 0.399 1.464
C 1.11935 0.24961 -0.61026 0.703 0.899 1.157
N 0.92986 -1.17435 -0.48902 -1.482 -1.770 -1.050
N -0.01519 -1.29811 0.60509 1.090 0.372 -0.543
H -2.91152 0.98684 0.53328 1.281 -1.491 -1.661
H 0.78432 1.15606 1.45329 -0.356 -0.659 -0.958
H -0.28238 1.68578 0.08552 0.292 0.551 0.311
H 0.71968 0.77261 -1.44275 -0.110 -0.487 -1.603
H 2.15327 0.53151 -0.49134 0.468 -0.063 -0.083
H 0.39875 -1.53533 -1.31388 0.792 0.528 0.501
H -0.22276 -2.23390 0.90839 -0.583 0.256 -0.082
```
Positions in Å, forces in eV/Å.

(4)
A molecular structure, C2H8BaO2 in a non-equilibrium geometry, computed with ωB97M-V with the def2-TZVPD basis set.

Calculated values
lowest unoccupied orbital energy = -8.66 eV
Kohn-Sham gap = 0.3607 Ha
energy relative to the best compared isomer or geometry (same formula, charge and spin) = 60.2 kJ/mol
total charge = +2
HOMO = -18.48 eV
largest force on an atom = 0.0981 Eh/bohr

```
13
Properties=species:S:1:pos:R:3:forces:R:3
Ba 13.20806 -21.26543 16.01397 0.670 0.747 0.057
C 16.76080 -19.55662 16.50983 4.481 -2.284 0.359
O 15.45569 -19.65692 16.12375 -2.893 0.793 -0.736
H 17.03001 -20.54078 16.89330 -0.013 0.244 1.037
H 17.44913 -19.60557 15.66608 -0.245 0.634 -0.619
H 17.12948 -18.73891 17.12913 -0.928 0.029 0.321
H 15.34563 -18.82812 15.65195 -0.907 0.223 -0.434
C 12.34349 -17.47576 15.73262 -1.035 2.803 1.275
O 12.52054 -18.75093 15.21726 0.738 -2.850 -0.270
H 12.84301 -17.25540 16.67603 0.453 -0.785 -0.016
H 12.66527 -16.68377 15.05638 -0.156 -0.242 -0.303
H 11.28730 -17.37343 15.98179 -0.032 0.441 -0.184
H 11.74830 -18.92880 14.67539 -0.134 0.247 -0.487
```
Positions in Å, forces in eV/Å.

What did the third record say?
A single C2H7N3S molecule in a non-equilibrium geometry, computed with ωB97M-V with the def2-TZVPD basis set.

Calculated values
lowest unoccupied orbital energy = 0.83 eV
Kohn-Sham gap = 0.3325 Ha
energy relative to the best compared isomer or geometry (same formula, charge and spin) = 333.2 kJ/mol
HOMO = -8.22 eV
largest force on an atom = 0.0500 Eh/bohr

```
13
Properties=species:S:1:pos:R:3:forces:R:3
S -2.18884 0.18756 -0.46801 -0.590 0.643 1.861
N -0.76958 -0.18632 0.74028 -0.067 0.823 0.686
C 0.28504 0.85805 0.48941 -1.437 0.399 1.464
C 1.11935 0.24961 -0.61026 0.703 0.899 1.157
N 0.92986 -1.17435 -0.48902 -1.482 -1.770 -1.050
N -0.01519 -1.29811 0.60509 1.090 0.372 -0.543
H -2.91152 0.98684 0.53328 1.281 -1.491 -1.661
H 0.78432 1.15606 1.45329 -0.356 -0.659 -0.958
H -0.28238 1.68578 0.08552 0.292 0.551 0.311
H 0.71968 0.77261 -1.44275 -0.110 -0.487 -1.603
H 2.15327 0.53151 -0.49134 0.468 -0.063 -0.083
H 0.39875 -1.53533 -1.31388 0.792 0.528 0.501
H -0.22276 -2.23390 0.90839 -0.583 0.256 -0.082
```
Positions in Å, forces in eV/Å.

> Number 2 is which compound?

C17H34NPPdSi

Please write out number 3 again, unchanged.
A single C2H7N3S molecule in a non-equilibrium geometry, computed with ωB97M-V with the def2-TZVPD basis set.

Calculated values
lowest unoccupied orbital energy = 0.83 eV
Kohn-Sham gap = 0.3325 Ha
energy relative to the best compared isomer or geometry (same formula, charge and spin) = 333.2 kJ/mol
HOMO = -8.22 eV
largest force on an atom = 0.0500 Eh/bohr

```
13
Properties=species:S:1:pos:R:3:forces:R:3
S -2.18884 0.18756 -0.46801 -0.590 0.643 1.861
N -0.76958 -0.18632 0.74028 -0.067 0.823 0.686
C 0.28504 0.85805 0.48941 -1.437 0.399 1.464
C 1.11935 0.24961 -0.61026 0.703 0.899 1.157
N 0.92986 -1.17435 -0.48902 -1.482 -1.770 -1.050
N -0.01519 -1.29811 0.60509 1.090 0.372 -0.543
H -2.91152 0.98684 0.53328 1.281 -1.491 -1.661
H 0.78432 1.15606 1.45329 -0.356 -0.659 -0.958
H -0.28238 1.68578 0.08552 0.292 0.551 0.311
H 0.71968 0.77261 -1.44275 -0.110 -0.487 -1.603
H 2.15327 0.53151 -0.49134 0.468 -0.063 -0.083
H 0.39875 -1.53533 -1.31388 0.792 0.528 0.501
H -0.22276 -2.23390 0.90839 -0.583 0.256 -0.082
```
Positions in Å, forces in eV/Å.